[1]
C18H13BrGaN4O4S6 | ωB97M-V/def2-TZVPD

Geometry as ORCA input:
```
! wB97M-V def2-TZVPD RIJCOSX def2/J DEFGRID3
* xyz 1 1
Ga -4.01 -0.52 2.66
O -7.38 2.39 -1.75
C -6.79 1.66 -0.79
C -6.45 0.27 -0.96
C -5.93 -0.30 0.13
N -5.59 0.35 1.29
C -5.93 1.63 1.41
Br -5.67 2.46 3.09
C -6.49 2.32 0.36
H -7.43 1.99 -2.62
H -6.69 -0.22 -1.94
H -5.48 -1.35 0.14
H -6.77 3.38 0.46
C 6.63 -2.59 -0.09
S 6.02 -3.64 1.25
C 5.00 -2.76 2.26
C 4.15 -1.55 2.02
S 3.27 -1.48 0.69
S 4.39 -0.47 3.55
C 4.21 -1.89 4.57
S 3.61 -1.85 6.06
S 4.60 -3.41 3.74
H 7.69 -2.64 -0.04
H 6.20 -1.50 -0.13
H 6.13 -2.98 -1.07
O 4.48 1.21 0.16
S 4.64 1.02 -1.27
O 4.98 -0.46 -1.64
O 5.39 1.99 -1.98
C 3.02 1.08 -1.98
N 2.80 1.37 -3.27
C 1.59 1.24 -3.77
C 0.56 0.86 -2.92
C 0.83 0.63 -1.61
N 2.09 0.77 -1.15
C -0.23 0.30 -0.56
C -1.47 0.82 -0.79
C -2.50 0.55 0.03
N -2.30 -0.17 1.15
C -1.07 -0.62 1.42
C -0.01 -0.45 0.52
H 1.39 1.45 -4.81
H -0.47 0.70 -3.30
H -1.56 1.45 -1.71
H -3.51 0.94 -0.03
H -0.92 -1.10 2.36
H 0.99 -0.87 0.85
*
```

Output
Frontier orbital gap: 5.537 eV
LUMO: -4.979 eV
E_tot: -8101.26199 hartree
HOMO: -10.52 eV

=====

[2]
C20H28Cl2N2O2Ru | ωB97M-V/def2-TZVPD

Geometry as ORCA input:
```
! wB97M-V def2-TZVPD RIJCOSX def2/J DEFGRID3
* xyz -1 6
Ru 0.73 -0.01 1.32
Cl 0.03 0.03 3.48
N 0.13 1.92 0.94
N 0.07 -1.92 0.97
C -0.57 2.53 0.00
C -0.62 -2.52 0.01
C 1.10 2.90 1.49
C 1.24 3.84 0.31
C 2.39 2.20 1.87
C 0.42 3.55 2.69
H 3.14 2.35 1.09
H 2.23 1.10 2.02
H 2.75 2.62 2.81
H -0.48 4.08 2.37
H 1.11 4.26 3.15
H 0.15 2.77 3.40
C 1.01 -2.91 1.55
C 1.15 -3.88 0.39
C 0.29 -3.52 2.74
C 2.31 -2.24 1.95
H 3.07 -2.43 1.19
H 2.63 -2.65 2.91
H 2.18 -1.13 2.08
H -0.62 -4.03 2.42
H 0.03 -2.73 3.44
H 0.95 -4.24 3.24
O -0.01 -3.61 -0.46
H 1.11 -4.93 0.67
H 2.05 -3.68 -0.21
O 0.03 3.60 -0.49
H 2.11 3.61 -0.31
H 1.23 4.90 0.58
C -1.96 2.24 -0.52
C -1.99 -2.23 -0.54
C -2.03 -1.14 -1.57
H -2.59 -1.89 0.32
H -2.42 -3.16 -0.95
C -2.79 0.01 -1.38
C -2.01 1.17 -1.56
H -3.75 0.02 -0.88
C -1.29 1.22 -2.77
C -1.02 0.02 -3.41
C -0.86 2.52 -3.36
C -1.31 -1.20 -2.78
H -0.47 0.02 -4.36
C -0.88 -2.49 -3.38
H -0.57 -2.34 -4.42
H -1.70 -3.22 -3.36
H -0.04 -2.92 -2.82
H -1.67 3.25 -3.34
H -0.54 2.37 -4.39
H -0.02 2.94 -2.78
H -2.40 3.17 -0.90
H -2.53 1.89 0.35
Cl 1.50 -0.04 -0.84
*
```

Output
Frontier orbital gap (spin up / spin down): 3.343 / 6.327 eV
LUMO (spin up / spin down): 2.834 / 2.819 eV
E_tot: -2054.06707 hartree
<S²>: 8.77
HOMO (spin up / spin down): -0.51 / -3.51 eV

=====

[3]
C4H6N2OS | ωB97M-V/def2-TZVPD

Geometry as ORCA input:
```
! wB97M-V def2-TZVPD RIJCOSX def2/J DEFGRID3
* xyz 0 1
C 0.43 0.64 -1.72
C 0.14 0.27 -0.30
C 1.05 0.07 0.77
C -1.10 0.09 0.28
H 0.96 -1.61 -2.29
H 0.90 1.60 -1.81
H -0.47 0.65 -2.28
H 2.14 0.10 0.74
H -1.31 -0.58 3.31
H -2.09 0.12 -0.14
N 0.41 -0.22 1.90
N -0.86 -0.19 1.56
O -1.83 -0.46 2.50
S 1.65 -0.46 -2.54
*
```

Output
Frontier orbital gap: 9.655 eV
LUMO: 0.838 eV
E_tot: -738.88004 hartree
HOMO: -8.82 eV
SMILES string: On1cc(CS)cn1

=====

[4]
C21H47OP3PmSe | ωB97M-V/def2-TZVPD

Geometry as ORCA input:
```
! wB97M-V def2-TZVPD RIJCOSX def2/J DEFGRID3
* xyz 3 5
Pm 0.39 -0.24 0.52
P -0.65 -1.38 3.04
P 0.01 -2.89 -0.52
P -0.41 2.25 1.71
H -2.26 2.09 -7.76
C -1.78 3.03 -7.48
C -0.51 3.29 -7.79
H 0.10 2.57 -8.35
C -2.44 -1.79 3.23
C 0.09 -3.02 3.44
C -0.38 -0.51 4.65
C 0.19 -2.64 -2.33
C 1.18 -4.26 -0.20
C -1.58 -3.79 -0.45
C -0.32 3.38 0.25
C 0.54 3.20 2.96
C -2.13 2.59 2.28
H -2.43 3.80 -7.05
H -0.08 4.28 -7.63
H -2.61 -2.31 4.20
H -2.77 -2.44 2.41
H -3.03 -0.87 3.21
H -0.18 -3.33 4.46
H 1.19 -2.95 3.36
H -0.26 -3.77 2.72
H -0.76 -1.11 5.49
H -0.88 0.47 4.64
H 0.70 -0.34 4.79
H 0.41 -3.60 -2.82
H 1.01 -1.93 -2.54
H -0.74 -2.21 -2.73
H 0.74 -5.22 -0.49
H 1.43 -4.29 0.87
H 2.11 -4.11 -0.77
H -1.51 -4.75 -0.99
H -2.38 -3.17 -0.89
H -1.84 -3.98 0.60
H -0.35 4.42 0.60
H -1.15 3.17 -0.44
H 0.63 3.20 -0.29
H 0.13 4.22 3.08
H 1.59 3.27 2.66
H 0.49 2.67 3.92
H -2.21 3.62 2.65
H -2.38 1.89 3.09
H -2.83 2.42 1.45
C -2.48 0.77 -2.02
C -1.35 0.93 -2.84
C -1.44 1.57 -4.07
C -2.68 2.01 -4.54
C -3.84 1.83 -3.76
C -3.74 1.23 -2.51
Se -2.48 -0.05 -0.33
H 1.03 0.67 -1.12
H -0.38 0.57 -2.49
H -0.54 1.71 -4.68
H -2.75 2.47 -5.52
H -4.82 2.16 -4.12
H -4.62 1.09 -1.88
C 4.59 0.04 0.07
C 3.55 -0.99 0.49
O 2.56 -0.45 1.45
C 3.13 0.17 2.64
C 3.99 -0.78 3.45
H 4.14 0.98 -0.26
H 5.15 -0.38 -0.76
H 5.29 0.25 0.87
H 2.96 -1.36 -0.37
H 4.03 -1.86 0.97
H 3.73 1.03 2.31
H 2.28 0.53 3.23
H 4.84 -1.17 2.88
H 4.40 -0.25 4.32
H 3.40 -1.63 3.84
*
```

Output
Frontier orbital gap (spin up / spin down): 3.524 / 3.189 eV
LUMO (spin up / spin down): -12.753 / -13.085 eV
E_tot: -4936.35621 hartree
<S²>: 6.43
HOMO (spin up / spin down): -16.28 / -16.27 eV